# 1
75
Properties=species:S:1:pos:R:3:forces:R:3:lowdin_charge:R:1 method="wB97M-V/def2-TZVPD" lumo_energy_ev=2.162 homo_ev=-5.706 molar_mass_g_mol=467.58 e_above_lowest_ev=0.481 energy_ev=-43988.639 largest_force_ha_per_bohr=0.07129 gap_ev=7.87 total_charge=-1
O -15.981746 -12.607717 9.363125 -1.714 0.000 0.025 -0.03
C -16.302886 -11.263325 9.513654 0.284 3.644 0.281 -0.83
O -17.537709 -10.983198 9.515952 -0.152 -1.378 0.088 -0.08
O -15.407876 -10.404761 9.620043 0.510 -1.498 -0.060 -0.02
H -16.952546 -12.818824 9.292283 0.863 -1.054 -0.097 0.08
C -20.305796 -10.453931 11.632993 -0.094 -0.082 -0.043 -0.03
C -21.533574 -11.052158 11.004485 0.004 -0.284 0.760 -0.49
O -22.634779 -10.574567 11.179806 0.112 -0.069 -0.320 0.06
C -21.309966 -12.349227 10.272279 -0.962 -0.130 -0.969 -0.02
H -19.729389 -11.224561 12.147612 0.029 -0.097 -0.143 0.06
H -20.602458 -9.713335 12.373348 0.078 0.261 -0.255 0.08
H -19.663234 -10.071187 10.834824 0.119 0.143 0.180 0.09
H -22.253802 -12.714488 9.857130 -0.105 0.093 0.303 0.08
H -20.926126 -13.114159 10.943104 0.303 0.086 -0.014 0.07
H -20.678037 -12.234396 9.389077 0.533 0.053 0.395 0.10
C -17.897217 -10.520655 14.471629 -0.621 1.019 0.367 -0.03
C -16.931285 -9.519161 13.890390 1.265 -0.545 -1.363 -0.50
O -15.894583 -9.244896 14.456715 -0.481 0.221 0.370 0.06
C -17.183714 -9.072641 12.461981 -1.117 0.300 0.727 -0.01
H -18.933996 -10.211534 14.312433 0.048 -0.028 -0.228 0.07
H -17.752939 -10.511189 15.551414 0.234 -0.695 -0.072 0.08
H -17.757682 -11.463628 13.945193 0.107 -0.215 0.343 0.07
H -16.531477 -8.261388 12.159129 0.193 -0.166 -0.038 0.09
H -18.226858 -8.733016 12.446789 0.077 0.240 -0.178 0.07
H -17.188158 -9.891082 11.739507 0.389 -0.121 0.006 0.06
C -18.327569 -13.997683 11.662502 0.593 1.023 -0.201 -0.03
C -18.681915 -14.966959 10.593644 -0.125 -0.800 -0.162 -0.51
O -18.708440 -14.670358 9.423290 0.195 0.182 -0.160 0.07
C -19.066856 -16.371809 11.020255 -0.158 -0.007 -0.163 -0.02
H -17.262605 -14.077555 11.912385 -0.112 -0.480 0.231 0.09
H -18.945259 -14.121304 12.550062 0.092 0.046 0.085 0.09
H -18.361873 -12.985876 11.243502 -0.404 -0.002 0.110 0.07
H -18.694570 -17.115593 10.317060 0.145 0.119 -0.044 0.08
H -20.157540 -16.418089 10.943591 -0.004 -0.033 0.213 0.09
H -18.755147 -16.622282 12.031891 -0.045 0.042 0.041 0.07
C -17.209466 -10.681751 5.032910 0.981 -0.372 0.351 -0.01
C -17.048564 -12.180740 4.928801 -0.662 -0.468 -0.502 -0.49
O -17.541365 -12.769765 3.987353 0.036 0.000 -0.044 0.04
C -16.273377 -12.961722 5.958319 0.546 0.320 -0.149 -0.01
H -17.142597 -10.247085 4.039484 -0.105 -0.018 -0.066 0.08
H -16.379662 -10.325110 5.649370 -0.355 0.415 0.106 0.08
H -18.171350 -10.436853 5.476407 0.035 0.025 0.185 0.09
H -16.428891 -14.024575 5.807434 -0.307 0.000 0.077 0.07
H -16.426692 -12.651129 6.989796 -0.201 0.009 -0.009 0.07
H -15.206625 -12.793569 5.763901 -0.002 0.154 -0.003 0.09
C -13.218964 -14.563477 13.142308 0.541 0.093 -0.349 -0.02
C -13.497352 -13.119109 13.523808 -0.230 -0.492 0.721 -0.49
O -12.897168 -12.621027 14.448534 0.009 0.220 -0.284 0.07
C -14.639706 -12.422950 12.814808 0.381 -0.434 -0.260 -0.01
H -12.239932 -14.876548 13.504387 -0.015 0.162 0.134 0.08
H -13.215469 -14.665442 12.056597 -0.198 -0.134 0.013 0.04
H -13.950986 -15.243082 13.582215 -0.236 0.143 -0.126 0.09
H -14.320001 -11.444484 12.460706 -0.244 0.157 0.201 0.10
H -15.470151 -12.358915 13.518402 0.019 0.280 0.028 0.08
H -14.954492 -13.006718 11.949183 -0.109 0.094 -0.024 0.05
C -15.645604 -15.716016 7.923650 -0.222 -0.266 0.244 -0.02
C -14.925443 -16.776547 8.682844 0.450 -0.600 -0.444 -0.50
O -15.084930 -17.958858 8.467103 -0.063 -0.031 0.161 0.06
C -13.924192 -16.309551 9.727522 -0.489 -0.857 -0.328 -0.02
H -15.988003 -15.050888 8.717668 -0.117 0.664 -0.659 0.06
H -16.471482 -16.117815 7.340683 -0.104 -0.116 0.238 0.09
H -14.970054 -15.252943 7.203257 0.124 0.410 0.394 0.09
H -14.423161 -15.646254 10.429252 0.238 0.257 0.022 0.06
H -13.089759 -15.833712 9.214808 0.001 0.300 0.178 0.08
H -13.586269 -17.221587 10.218241 0.171 0.204 0.193 0.08
C -12.662519 -12.436307 10.045277 -0.241 1.025 0.911 -0.03
C -12.278137 -11.444726 8.975334 -0.113 -0.678 -0.917 -0.49
O -11.787166 -10.369902 9.191936 0.114 0.143 0.187 0.08
C -12.512312 -11.953673 7.542831 0.340 0.310 0.738 -0.01
H -12.075704 -13.351734 9.986200 -0.133 -0.105 -0.141 0.08
H -13.743359 -12.597268 10.029425 0.112 -0.351 -0.475 0.05
H -12.500204 -11.944137 11.006993 0.334 -0.139 0.000 0.08
H -13.561955 -11.791412 7.300984 -0.060 -0.113 -0.036 0.07
H -12.266543 -13.016407 7.526565 -0.205 -0.052 -0.222 0.07
H -11.867490 -11.409996 6.856032 -0.096 0.054 -0.060 0.07



# 2
82
Properties=species:S:1:pos:R:3:forces:R:3:lowdin_charge:R:1 method="wB97M-V/def2-TZVPD" lumo_energy_ev="-4.871 / -6.502" homo_ev="-12.002 / -11.898" molar_mass_g_mol=598.77 e_above_lowest_ev=3.498 energy_ev=-75265.008 largest_force_ha_per_bohr=0.06377 gap_ev="7.13 / 5.40" total_charge=+2
Al -0.124905 -0.092649 0.261320 -0.193 0.278 -0.569 0.12
N -2.102705 1.919151 2.158720 -0.229 -0.216 -0.273 0.06
N -2.380705 0.980051 3.218920 -0.173 -0.102 -0.310 -0.03
C -1.947105 -0.339549 2.957720 0.056 -0.112 0.038 -0.38
N -2.222505 -1.247649 3.951320 0.026 -0.009 -0.410 0.18
N -1.104605 -0.543149 1.971620 -1.532 1.618 0.531 0.07
N -0.449805 -1.655249 1.851820 0.026 -3.086 1.108 -0.40
O 0.636295 -1.540049 1.108120 0.662 0.235 -0.615 -0.12
O -0.723405 -2.740249 2.377620 -0.213 -0.748 0.363 0.04
H -1.090805 1.972551 2.057320 0.040 0.115 0.270 0.02
H -2.459805 2.823051 2.453120 0.098 -0.078 0.057 0.11
H -3.383305 1.013851 3.422520 0.262 -0.087 -0.084 0.16
H -3.175305 -1.276749 4.291320 0.003 0.116 0.026 0.12
H -1.837805 -2.167549 3.710620 -0.144 0.144 0.116 0.09
C 3.192695 2.193051 0.013420 -0.655 -0.562 0.277 -0.17
Si 2.114995 0.715151 -0.582780 0.845 0.841 -1.359 0.65
C 3.418695 -0.697149 -0.976680 -0.723 0.288 0.414 -0.19
C 1.464395 1.379051 -2.247580 0.295 -0.251 0.478 -0.35
C 2.290095 1.422951 -3.364380 0.066 -0.021 -0.016 -0.10
C 1.828595 1.914351 -4.572080 0.069 -0.036 -0.109 -0.06
C 0.522395 2.360651 -4.669780 -0.039 0.003 -0.157 -0.06
C -0.302705 2.334451 -3.558980 -0.089 0.047 -0.070 -0.08
C 0.157795 1.858851 -2.336880 -0.408 0.004 0.462 -0.32
Si -0.973405 2.044151 -0.805780 -0.101 1.031 -0.936 0.68
C -2.810905 1.984851 -1.328480 0.714 -0.129 0.261 -0.17
C -0.485805 3.701051 0.029620 -0.243 -0.768 -0.079 -0.18
H 3.965295 2.406751 -0.720280 0.078 -0.141 -0.209 0.04
H 3.677995 2.047851 0.973420 0.140 -0.025 0.174 0.00
H 2.572095 3.078551 0.093820 -0.130 0.187 0.044 0.02
H 3.498095 -0.853849 -2.047980 -0.061 0.026 -0.243 0.02
H 3.149795 -1.655149 -0.534480 -0.007 -0.219 0.062 0.00
H 4.414695 -0.435649 -0.632180 0.164 0.121 0.118 0.03
H 3.311295 1.077551 -3.288480 0.165 -0.045 -0.059 0.10
H 2.483995 1.942351 -5.430380 0.023 0.027 -0.081 0.11
H 0.147995 2.729751 -5.610680 -0.062 0.076 -0.136 0.11
H -1.315005 2.693451 -3.645380 -0.228 0.107 -0.089 0.10
H -3.134705 2.930851 -1.750780 0.060 0.295 -0.040 0.04
H -3.455105 1.754551 -0.487680 -0.061 -0.001 0.202 0.02
H -2.965505 1.215751 -2.078280 0.054 -0.191 -0.128 0.03
H -0.176505 4.412851 -0.728080 0.033 0.080 -0.255 0.04
H 0.349695 3.563551 0.707020 0.211 -0.031 0.169 0.01
H -1.305105 4.146451 0.581520 -0.241 0.075 0.127 0.02
C -0.097305 -3.752349 -3.921480 -0.347 -0.541 -0.654 0.01
N 0.514695 -2.850249 -2.932680 0.329 0.087 -0.160 -0.16
C 0.542395 -3.477849 -1.601380 0.144 -0.307 0.842 0.02
C -0.143605 -1.494949 -2.887880 -0.477 0.674 0.022 -0.08
C -1.484205 -1.511949 -2.205380 0.283 0.020 0.082 -0.25
C -2.591605 -1.931749 -2.940780 -0.008 0.052 0.055 -0.05
C -3.823305 -2.085549 -2.332980 -0.042 -0.005 0.025 -0.05
C -3.943005 -1.783849 -0.986880 -0.054 0.003 -0.118 -0.06
C -2.858905 -1.272949 -0.296880 0.278 -0.008 0.212 -0.10
C -1.577805 -1.125049 -0.854180 0.055 0.387 -0.092 -0.13
H 0.411595 -4.713849 -3.917880 0.087 0.049 0.118 0.11
H -0.029605 -3.328049 -4.921680 0.055 0.135 0.083 0.12
H -1.146105 -3.908549 -3.675480 0.124 0.055 0.118 0.10
H 1.483195 -2.686549 -3.225580 -0.178 -0.012 0.073 0.19
H -0.459805 -3.798049 -1.324480 -0.012 0.091 -0.107 0.12
H 0.882695 -2.756949 -0.858180 -0.022 -0.054 -0.100 0.08
H 1.201895 -4.342949 -1.604280 0.036 0.016 -0.179 0.12
H -0.231405 -1.139249 -3.917080 0.200 -0.064 0.023 0.15
H 0.527195 -0.831449 -2.339080 0.100 -0.185 -0.215 0.08
H -2.498205 -2.116749 -4.002580 0.026 -0.061 -0.091 0.12
H -4.675905 -2.427749 -2.898280 -0.077 -0.024 -0.070 0.11
H -4.890405 -1.915449 -0.484480 -0.080 0.023 0.019 0.11
H -3.022805 -0.988449 0.734420 -0.088 0.019 -0.035 0.08
N 3.055495 -0.929449 2.511520 -0.217 -0.551 -0.502 0.13
C 3.065795 0.267851 3.375220 -0.672 0.772 0.511 -0.15
P 1.215095 0.522651 3.506120 0.857 1.293 0.394 0.51
O 0.725995 -0.797049 3.998820 0.155 -0.488 0.350 -0.30
O 0.788895 1.089551 2.188720 0.324 0.544 0.193 -0.36
C 0.693195 1.666551 4.913120 0.741 -0.027 -0.643 -0.15
N -0.517305 0.968051 5.384420 -0.329 -0.611 0.152 0.10
H 2.537495 -0.709249 1.622720 0.471 -0.387 0.471 0.08
H 2.449195 -1.630949 2.980820 0.244 0.020 -0.252 0.15
H 3.980195 -1.323949 2.311820 -0.207 0.128 -0.029 0.18
H 3.577895 1.092551 2.888120 -0.009 -0.065 -0.079 0.09
H 3.532195 0.047951 4.333320 -0.004 -0.145 -0.053 0.12
H 0.472395 2.681851 4.590320 -0.007 -0.071 -0.024 0.11
H 1.449295 1.687851 5.698320 -0.102 -0.018 0.032 0.11
H -0.270105 -0.054649 5.228520 -0.394 0.301 0.369 0.11
H -1.324405 1.123451 4.721820 0.168 0.094 0.345 0.11
H -0.790405 1.164651 6.348620 0.087 0.007 -0.155 0.17